(1)
{
  "formula": "C40H44AlBrF4N5O4P2",
  "method": "ωB97M-V/def2-TZVPD",
  "charge": 1,
  "energy_ev": -163923.136,
  "elements": ["Al", "O", "C", "O", "C", "C", "C", "C", "C", "N", "C", "O", "O", "H", "H", "H", "H", "F", "C", "C", "F", "C", "F", "C", "P", "C", "C", "C", "C", "C", "C", "C", "C", "C", "C", "C", "C", "C", "Br", "C", "F", "H", "H", "H", "H", "H", "H", "H", "H", "H", "H", "N", "P", "N", "C", "C", "C", "C", "C", "N", "C", "C", "C", "C", "C", "N", "C", "C", "C", "C", "C", "H", "H", "H", "H", "H", "H", "H", "H", "H", "H", "H", "H", "H", "H", "H", "H", "H", "H", "H", "H", "H", "H", "H", "H", "H", "H", "H", "H", "H", "H"],
  "xyz": [[-0.1113, -0.1670, -0.2954], [1.3662, 3.1852, 2.0138], [0.8464, 2.0641, 1.5641], [-0.0844, 1.9742, 0.7900], [1.4232, 0.7999, 2.1128], [2.1825, 0.6294, 3.2451], [2.3409, -0.6763, 3.7251], [1.6886, -1.7278, 3.1084], [0.9484, -1.4557, 1.9663], [0.8881, -0.2355, 1.4634], [0.0100, -2.4095, 1.2488], [-0.0610, -3.5640, 1.5816], [-0.6715, -1.8014, 0.3124], [0.8708, 3.9349, 1.6428], [2.6039, 1.4791, 3.7631], [2.9306, -0.8502, 4.6154], [1.7172, -2.7376, 3.4933], [5.3227, 1.3902, -5.5131], [4.5632, 0.7768, -4.6233], [4.5220, -0.6024, -4.5771], [5.2466, -1.3207, -5.4213], [3.7248, -1.2265, -3.6317], [3.7697, -2.5578, -3.6012], [2.9245, -0.5179, -2.7424], [1.8650, -1.4113, -1.5515], [3.1291, -2.1948, -0.4981], [3.4651, -3.5445, -0.5413], [4.4710, -4.0348, 0.2802], [5.1607, -3.1821, 1.1298], [4.8483, -1.8288, 1.1585], [3.8327, -1.3402, 0.3534], [1.0572, -2.7221, -2.5233], [0.9532, -2.6681, -3.9094], [0.2710, -3.6552, -4.6027], [-0.3280, -4.7012, -3.9189], [-0.2445, -4.7554, -2.5353], [0.4398, -3.7714, -1.8400], [3.0374, 0.8741, -2.7699], [2.2492, 1.9866, -1.4663], [3.8305, 1.5126, -3.7039], [3.9381, 2.8363, -3.7340], [2.9530, -4.2124, -1.2200], [4.7250, -5.0860, 0.2436], [5.9511, -3.5692, 1.7595], [5.3992, -1.1559, 1.8036], [3.5999, -0.2788, 0.3695], [1.4034, -1.8569, -4.4662], [0.2098, -3.6030, -5.6821], [-0.8583, -5.4718, -4.4629], [-0.7129, -5.5627, -1.9880], [0.4873, -3.8485, -0.7651], [-0.8717, 0.5711, -1.6575], [-2.2666, 1.1778, -1.9797], [-3.5342, 0.4222, -1.2075], [-3.4791, 0.1719, 0.2271], [-3.9176, -1.2503, 0.5491], [-5.3218, -1.4982, 0.0051], [-5.3953, -1.1498, -1.4791], [-4.8943, 0.2671, -1.7271], [-2.3816, 2.7907, -1.6043], [-1.2497, 3.7025, -1.5231], [-1.3668, 4.8743, -2.5001], [-2.8076, 5.4225, -2.5600], [-3.6401, 4.9022, -1.3932], [-3.7193, 3.3805, -1.4356], [-2.7413, 1.0829, -3.5700], [-2.6756, -0.2245, -4.2313], [-1.3443, -0.4137, -4.9471], [-1.0476, 0.7299, -5.9121], [-1.1499, 2.0722, -5.1928], [-2.5080, 2.1777, -4.5111], [-4.1355, 0.8880, 0.7453], [-2.4738, 0.3725, 0.6089], [-3.8875, -1.4098, 1.6301], [-3.2055, -1.9452, 0.0969], [-6.0343, -0.8713, 0.5538], [-5.6224, -2.5330, 0.1741], [-6.4200, -1.2407, -1.8462], [-4.7807, -1.8491, -2.0549], [-5.5605, 0.9795, -1.2175], [-4.9035, 0.5138, -2.7849], [-0.3463, 3.1273, -1.7135], [-1.1696, 4.0886, -0.4990], [-1.0357, 4.5606, -3.4926], [-0.6742, 5.6572, -2.1807], [-3.2918, 5.1125, -3.4904], [-2.8044, 6.5125, -2.5726], [-4.6539, 5.3029, -1.4293], [-3.2118, 5.2338, -0.4433], [-4.3578, 3.0854, -2.2768], [-4.1920, 2.9959, -0.5260], [-3.5075, -0.2838, -4.9441], [-2.8262, -1.0099, -3.4885], [-1.3407, -1.3750, -5.4653], [-0.5710, -0.4461, -4.1774], [-1.7682, 0.7133, -6.7378], [-0.0597, 0.6025, -6.3618], [-1.0191, 2.9014, -5.8926], [-0.3641, 2.1502, -4.4311], [-3.2965, 2.1243, -5.2721], [-2.6262, 3.1247, -3.9931]],
  "forces_ev_per_angstrom": [[0.21, -0.52, -0.20], [-0.02, 0.02, 0.00], [0.07, -0.19, 0.06], [0.13, 0.32, -0.03], [-0.07, 0.09, -0.09], [0.06, -0.07, 0.05], [0.03, 0.07, 0.01], [-0.01, -0.04, -0.01], [-0.02, -0.01, 0.05], [-0.14, 0.19, 0.06], [0.03, -0.03, -0.04], [-0.03, 0.00, -0.05], [0.14, 0.02, -0.08], [0.02, 0.01, 0.01], [-0.02, 0.00, -0.01], [0.00, 0.00, -0.01], [-0.01, 0.00, -0.02], [0.00, 0.01, 0.00], [-0.01, 0.03, 0.00], [0.00, -0.04, 0.00], [-0.01, 0.02, 0.01], [0.05, -0.05, -0.03], [-0.02, 0.02, 0.04], [0.07, 0.01, 0.04], [-0.22, 0.03, 0.03], [0.06, -0.03, -0.02], [-0.05, 0.03, 0.02], [0.00, 0.01, 0.01], [0.00, -0.02, -0.01], [-0.02, 0.01, -0.01], [0.01, 0.03, 0.01], [-0.03, 0.00, 0.07], [0.01, 0.04, -0.05], [0.00, 0.01, 0.00], [-0.02, -0.01, 0.00], [0.01, 0.01, -0.01], [0.02, -0.03, -0.03], [-0.02, 0.09, 0.07], [0.01, -0.04, -0.06], [0.07, -0.01, -0.07], [-0.02, 0.00, 0.03], [-0.02, -0.01, 0.00], [0.00, 0.01, 0.00], [-0.01, 0.00, 0.00], [0.00, 0.00, -0.01], [0.00, 0.00, 0.00], [-0.03, 0.01, 0.00], [0.00, 0.00, 0.01], [0.00, 0.00, 0.01], [0.01, 0.00, 0.00], [0.01, 0.02, 0.09], [-0.15, 0.01, 0.16], [-0.10, 0.05, -0.05], [-0.07, -0.03, -0.01], [0.00, 0.04, 0.02], [0.02, -0.02, 0.00], [-0.04, 0.03, 0.03], [0.01, -0.04, -0.03], [0.04, 0.06, 0.04], [-0.06, 0.01, 0.11], [0.01, -0.01, 0.02], [0.02, 0.02, -0.01], [0.00, -0.01, -0.01], [-0.02, 0.01, 0.02], [0.04, 0.00, -0.02], [0.13, -0.03, -0.10], [-0.04, 0.04, 0.03], [0.03, -0.03, 0.00], [-0.02, 0.00, -0.04], [0.01, -0.01, 0.01], [-0.11, -0.03, 0.02], [-0.02, -0.02, 0.00], [0.04, -0.02, -0.04], [-0.02, 0.01, 0.00], [-0.03, 0.01, 0.00], [0.00, 0.00, -0.01], [0.02, -0.01, -0.01], [0.00, 0.00, 0.01], [0.01, 0.01, 0.01], [-0.01, -0.01, 0.00], [0.01, -0.02, -0.02], [-0.01, -0.01, 0.00], [0.00, -0.01, -0.01], [-0.01, 0.02, 0.01], [0.00, -0.01, 0.01], [0.00, 0.00, 0.00], [0.01, 0.00, 0.02], [0.00, 0.00, -0.01], [0.01, -0.01, -0.01], [0.00, 0.01, -0.01], [-0.01, 0.01, 0.00], [0.01, -0.01, -0.01], [0.02, 0.01, 0.02], [0.00, 0.01, -0.01], [0.05, -0.02, 0.03], [0.00, 0.00, 0.01], [0.00, 0.00, 0.02], [0.00, 0.00, 0.00], [-0.01, 0.00, -0.01], [0.00, 0.01, 0.00], [0.02, -0.03, -0.01]]
}

---

(2)
{
  "formula": "C2H2N2O2",
  "method": "ωB97M-V/def2-TZVPD",
  "smiles": "Oc1cnon1",
  "charge": 0,
  "energy_ev": -9177.279,
  "elements": ["O", "C", "C", "N", "O", "N", "H", "H"],
  "xyz": [[-1.7124, 0.0387, -0.1493], [-0.3433, -0.1478, -0.0060], [0.4959, 0.9219, -0.0255], [1.7026, 0.3935, -0.1981], [1.4939, -0.8486, 0.0071], [0.1673, -1.3578, -0.0939], [-2.1711, -0.9280, 0.1799], [0.3671, 1.9282, 0.2859]],
  "forces_ev_per_angstrom": [[-0.78, -4.22, 2.11], [-6.25, -1.81, -1.11], [2.50, 0.86, -0.32], [-1.73, 2.13, 2.04], [3.21, -5.91, -1.85], [1.60, 4.15, 1.28], [1.83, 4.07, -1.49], [-0.37, 0.72, -0.66]]
}

---

(3)
{
  "formula": "C19H15FN6O2S",
  "method": "ωB97M-V/def2-TZVPD",
  "smiles": "Cc1cc(NC(=O)CSc2nnc(-c3ccncc3)n2-c2ccc(F)cc2)no1",
  "charge": 0,
  "energy_ev": -46534.027,
  "elements": ["C", "C", "C", "C", "N", "C", "O", "C", "S", "C", "N", "N", "C", "C", "C", "C", "N", "C", "C", "N", "C", "C", "C", "C", "F", "C", "C", "N", "O", "H", "H", "H", "H", "H", "H", "H", "H", "H", "H", "H", "H", "H", "H", "H"],
  "xyz": [[-0.9059, -7.3529, 0.5446], [-0.7541, -5.9076, 0.8379], [-1.6582, -4.9393, 1.1638], [-0.8556, -3.7770, 1.3173], [-1.2340, -2.4945, 1.6504], [-2.5139, -2.0807, 1.8164], [-3.4949, -2.7805, 1.7173], [-2.6183, -0.5970, 2.1570], [-2.3754, 0.4584, 0.6880], [-0.6485, 0.6058, 0.7174], [0.1709, -0.0762, 1.4802], [1.4106, 0.3566, 1.2420], [1.3615, 1.2982, 0.3398], [2.5302, 1.9646, -0.2029], [2.5844, 2.4524, -1.5079], [3.7559, 3.0600, -1.9301], [4.8257, 3.1986, -1.1676], [4.7808, 2.7138, 0.0622], [3.6672, 2.0889, 0.5962], [0.0487, 1.5067, -0.0398], [-0.4914, 2.4927, -0.8858], [-0.1381, 3.8253, -0.6953], [-0.6701, 4.7999, -1.5164], [-1.5576, 4.4247, -2.5110], [-2.0772, 5.3720, -3.3100], [-1.9259, 3.1051, -2.7065], [-1.3863, 2.1322, -1.8864], [0.4094, -4.0506, 1.0961], [0.4783, -5.3712, 0.7990], [-0.3560, -7.9427, 1.2764], [-1.9559, -7.6257, 0.5771], [-0.5010, -7.5797, -0.4402], [-2.7170, -5.0107, 1.2802], [-0.4735, -1.8096, 1.7252], [-1.8819, -0.2972, 2.9003], [-3.6309, -0.3825, 2.4972], [1.7497, 2.3489, -2.1838], [3.8413, 3.4562, -2.9333], [5.6833, 2.8372, 0.6456], [3.6594, 1.6993, 1.6009], [0.5506, 4.0926, 0.0916], [-0.4110, 5.8386, -1.3903], [-2.6217, 2.8509, -3.4895], [-1.6534, 1.0961, -2.0233]],
  "forces_ev_per_angstrom": [[0.26, 0.13, 0.01], [-0.52, 0.57, 0.19], [0.41, -0.35, -0.13], [0.25, -0.96, -0.28], [0.48, 0.01, 0.05], [0.16, 0.39, 0.14], [-0.30, -0.15, -0.02], [0.05, 0.09, -0.25], [-0.41, -0.01, 0.05], [0.09, 0.04, 0.12], [-0.97, -0.05, -0.04], [1.22, 0.48, -0.21], [-0.36, -0.33, 0.18], [0.54, 0.29, -0.25], [0.10, -0.10, 0.19], [-0.26, -0.04, -0.17], [0.43, 0.24, -0.20], [-0.06, -0.14, 0.27], [-0.21, 0.04, -0.19], [0.27, -0.77, 0.60], [-0.35, 0.58, -0.36], [-0.18, -0.21, -0.01], [-0.10, 0.02, -0.17], [0.05, -0.13, 0.06], [0.03, -0.07, 0.06], [-0.04, 0.28, -0.05], [0.26, 0.08, 0.18], [-0.07, 1.32, 0.30], [-0.27, -0.89, -0.15], [-0.01, -0.08, 0.03], [-0.04, -0.03, 0.00], [-0.02, -0.06, -0.06], [-0.19, -0.09, 0.00], [-0.24, 0.01, 0.05], [-0.06, 0.00, 0.07], [0.11, -0.08, -0.01], [-0.02, 0.02, -0.06], [-0.08, 0.00, -0.10], [0.03, -0.04, 0.13], [0.03, -0.02, 0.11], [0.04, 0.01, 0.07], [0.01, 0.11, -0.01], [-0.07, 0.00, -0.09], [0.00, -0.12, -0.04]]
}

---

Looking at max |F| for the records above, in order, we have 0.012; 0.136; 0.026 Eh/bohr.